Here is a cluster of 2 separate species, C3H4Cl2O in total from the OMol25 dataset. Energies are from ωB97M-V/def2-TZVPD.

Values from the calculation:
multiplicity: 1
orbital gap (alpha / beta): 8.26 / 7.88 eV
HOMO energy (alpha / beta): -8.1776 / -8.0038 eV
lowest unoccupied orbital energy (alpha / beta): 0.1 / -0.1 eV

XYZ file:
```
10
C3H4Cl2O ωB97M-V/def2-TZVPD
C -0.309 -0.415 0.317
C -1.744 0.089 0.422
C 1.977 0.239 -0.628
O 0.076 -1.549 0.383
Cl 2.354 1.735 0.169
Cl 2.703 -1.212 -0.144
H 1.521 0.473 -1.552
H -2.013 0.860 1.149
H -2.617 -0.643 0.497
H -1.949 0.422 -0.613
```

These are the Mulliken partial charges, in e, on atoms 1 to 4: number 1, C, carries 0.4521; number 2, C, carries -0.8636; number 3, C, carries -0.1914; number 4, O, carries -0.4070

***

Here is a structure of composition C3H4Cl2O6S2 from the OMol25 dataset. Energies are from ωB97M-V/def2-TZVPD.

Values from the calculation:
net charge: -2
multiplicity: 1
orbital gap: 7.21 eV
HOMO energy: -1.7643 eV
lowest unoccupied orbital energy: 5.4 eV

XYZ file:
```
17
C3H4Cl2O6S2 ωB97M-V/def2-TZVPD
C -1.023 -0.381 -1.533
C -0.150 0.383 -0.873
C 3.959 -0.552 -0.694
O -1.071 1.297 1.404
O 2.867 1.907 -0.170
O 0.229 2.920 0.038
O -1.984 2.106 -0.761
O 2.056 0.049 1.042
O 4.225 1.062 1.588
S -0.810 1.783 0.053
S 3.303 0.632 0.577
Cl 5.494 0.523 -1.128
Cl 4.559 -1.781 0.416
H -0.609 -1.133 -2.134
H -1.985 -0.002 -1.416
H 1.925 2.014 -0.015
H 0.890 0.262 -0.872
```

These are the Mulliken partial charges, in e, on atoms 1 to 4: number 1, C, carries -0.9900; number 2, C, carries 0.0738; number 3, C, carries -0.1844; number 4, O, carries -0.6440

***

Here is an isolated molecule of C3H4Cl2S from the OMol25 dataset. Energies are from ωB97M-V/def2-TZVPD.

Values from the calculation:
multiplicity: 1
orbital gap: 8.02 eV
HOMO energy: -9.3315 eV
structure (SMILES): S=C[C@H](Cl)CCl
lowest unoccupied orbital energy: -1.3 eV

XYZ file:
```
10
C3H4Cl2S ωB97M-V/def2-TZVPD
C -1.334 0.036 -0.212
C 0.161 0.152 -0.250
C 1.262 -0.426 0.553
H -1.859 0.570 -1.060
H -1.771 0.595 0.848
H 0.710 0.321 -1.351
H 1.491 -0.133 1.528
S 2.618 -1.262 -0.149
Cl -1.512 -1.782 0.056
Cl 0.235 1.930 0.036
```

These are the Mulliken partial charges, in e, on atoms 1 to 4: number 1, C, carries -0.3911; number 2, C, carries 0.0772; number 3, C, carries -0.4498; number 4, H, carries 0.3654

***

Here is an isolated molecule of C3H4Cl2S from the OMol25 dataset. Energies are from ωB97M-V/def2-TZVPD.

Values from the calculation:
multiplicity: 1
orbital gap: 8.12 eV
HOMO energy: -9.1672 eV
structure (SMILES): CC(Cl)(Cl)C=S
lowest unoccupied orbital energy: -1.0 eV

XYZ file:
```
10
C3H4Cl2S ωB97M-V/def2-TZVPD
C -0.456 -0.047 1.781
C -0.390 -0.094 0.152
C 0.633 -0.988 -0.406
H -0.835 -0.957 2.206
H -0.777 0.994 1.947
H 0.572 0.057 1.994
H 0.306 -1.875 -0.869
S 2.152 -0.500 -0.122
Cl 0.038 1.582 -0.321
Cl -1.945 -0.608 -0.413
```

These are the Mulliken partial charges, in e, on atoms 1 to 4: number 1, C, carries -1.1635; number 2, C, carries 0.6368; number 3, C, carries -0.4207; number 4, H, carries 0.3631

***

Maximum force, respectively: 0.051 0.061 0.110 0.066 hartree/bohr.